[1]
{"formula": "C29H38AlBr75PS", "method": "ωB97M-V with the def2-TZVPD basis set", "lumo_ev": 0.822, "spin_multiplicity": 1, "charge": -1, "total_energy_ha": -195160.62185, "orbital_gap_ev": 5.6, "symbols": ["Br", "H", "Br", "Br", "H", "Br", "Br", "H", "H", "Br", "Br", "Br", "H", "H", "P", "H", "Br", "Br", "C", "Br", "Br", "C", "Br", "Br", "H", "C", "Br", "Br", "Br", "Br", "H", "H", "Br", "Br", "Br", "Br", "Br", "C", "Br", "H", "H", "H", "H", "Br", "Br", "Br", "Br", "Br", "Br", "H", "C", "C", "C", "Br", "C", "C", "Br", "Br", "H", "H", "Br", "Br", "Br", "H", "C", "Br", "C", "C", "H", "H", "H", "C", "Br", "H", "Br", "C", "C", "H", "Br", "Br", "C", "Br", "Br", "H", "Br", "H", "C", "Br", "H", "H", "Br", "C", "Br", "Br", "Br", "Br", "H", "Br", "Br", "C", "Br", "Br", "H", "Br", "H", "H", "H", "Br", "Al", "C", "C", "Br", "Br", "H", "Br", "Br", "C", "Br", "Br", "C", "Br", "C", "H", "Br", "Br", "Br", "H", "Br", "C", "C", "C", "H", "Br", "Br", "Br", "H", "Br", "Br", "S", "Br", "C", "Br", "H", "C", "Br"], "coordinates": [[0.33296, 4.75570, -4.95612], [-1.14081, -9.85663, -3.41845], [-4.13520, -0.68301, 7.61086], [3.88433, -10.10975, -6.75615], [1.95439, -8.58281, -6.61704], [7.26297, -2.47534, 1.98840], [-3.31767, 9.92484, -0.28317], [-0.93274, -1.64274, 4.92961], [1.18157, 2.90673, -6.36380], [0.80615, -11.36970, -3.63209], [9.76540, -3.09749, 0.08149], [-1.20384, 6.34139, 0.53777], [0.93590, 0.47183, 0.16732], [8.88291, -4.32856, 2.02654], [-0.23786, 0.24528, 0.92284], [1.58071, 0.37688, 3.57930], [-5.60218, 0.89152, -7.73349], [5.71028, -0.18384, -0.25208], [10.02423, -5.04249, 4.84064], [8.83984, -3.67552, 5.49056], [1.42329, 4.79187, -7.94349], [11.83953, 0.29729, 0.81361], [-3.81695, -7.41955, -4.37453], [-6.16217, 5.84316, -10.02415], [1.38702, -4.38903, -5.39970], [-4.78212, 8.69482, -0.51867], [-1.47070, 0.62705, -3.12490], [-5.78744, -3.43542, 3.01465], [-7.26895, 8.55831, -11.25774], [-0.00355, 12.44457, -5.10338], [0.04048, 5.61300, -1.46459], [-10.88867, -1.20495, 9.20546], [11.90837, -8.84017, 0.60952], [-2.36990, 3.43883, 15.38075], [-9.72529, 0.11194, 10.94658], [4.74656, -7.05623, -1.19110], [-3.70521, 5.86453, 11.04961], [-3.38533, 0.46814, 3.96975], [3.62138, -7.23119, -5.43012], [-6.22142, 2.61473, -9.39168], [-8.49487, 6.61041, -10.35709], [-0.63117, 2.37009, -4.65020], [-4.24044, 2.20538, 2.98013], [-5.41848, -5.19926, -2.72977], [-1.82470, 8.47977, -5.06749], [9.80291, -0.76997, 6.51011], [13.91826, -6.91460, 2.15395], [-2.83691, 3.43141, 9.18021], [-4.85325, -4.80075, -5.84556], [-6.11510, -6.56370, -4.65695], [-5.31743, 2.03763, -9.24951], [-0.29066, 5.07461, -0.58699], [-3.27121, 9.30454, -6.03065], [-3.98814, 6.09683, 7.88648], [-4.03242, 4.91226, 9.40069], [-0.10151, -9.67170, -3.65347], [-5.02993, 1.02806, -10.86456], [4.84313, -9.69411, -2.95676], [-2.92890, 1.10679, 4.74530], [-2.68426, 1.72097, 2.28685], [2.07992, 10.23425, -6.04860], [-8.47815, -3.95848, -4.66139], [-0.80330, 0.45042, -6.21559], [-5.03453, 4.50855, 9.46163], [-5.69610, 0.42968, 7.74542], [1.31784, 10.49288, -2.97052], [-1.37994, 1.60263, -4.78358], [8.24193, -0.60849, 5.39180], [8.41965, -1.20445, 4.50362], [-4.86719, -5.07335, 1.40582], [11.51684, -6.62702, 1.63877], [12.34092, -7.01880, 1.05515], [6.67470, -1.32654, 6.24586], [-1.04787, 0.12508, 5.07944], [7.97310, 1.20100, 4.80915], [-3.62797, 1.32091, 2.70832], [0.40786, -3.96303, -5.57358], [6.36817, -8.92518, -1.16598], [-7.94305, 7.77215, -8.24642], [-9.25178, -2.15935, -2.16129], [-1.09033, -0.70703, 4.35458], [0.33947, -3.42456, -7.42612], [-6.09892, 0.89008, 9.57447], [10.43551, -5.55481, 5.69948], [-3.02171, 2.51465, -5.23625], [-4.37698, 0.13592, 4.33183], [-2.52788, -0.80689, 3.71844], [3.13808, -7.58693, -8.56090], [-2.83700, 9.82171, -6.87507], [-0.81395, 1.52521, 1.07121], [10.47804, 1.65120, 0.77575], [-1.53751, 3.83073, 13.68807], [0.15992, 4.70789, 13.91976], [-3.89110, 3.28859, -8.93563], [3.32262, 3.84863, -5.56410], [0.19476, -2.46517, -4.39892], [1.11285, -2.09641, 2.88238], [-8.63043, -2.20470, 9.06085], [3.55569, 1.87097, 0.87905], [5.87336, -8.40489, -1.97431], [11.69833, -0.83740, 2.36213], [-4.50282, 8.00740, -6.73733], [-4.14909, 0.74740, 1.91866], [9.08302, -6.35633, 3.78791], [-2.46042, -1.00269, 2.63554], [-5.67385, 9.28624, -0.67188], [11.68303, -0.33072, -0.05323], [-4.76751, -3.02747, 0.02940], [0.43491, -0.64113, 3.03216], [1.51976, 3.92688, -6.22711], [8.38368, -3.82583, 1.20929], [7.24616, -7.61735, -3.07121], [-5.53527, 1.99284, 6.64243], [2.37198, 12.13323, -4.49173], [13.60183, 1.05675, 0.65361], [1.28728, 4.37016, 0.25986], [-7.60162, 7.11936, -10.02264], [-0.05016, -8.86837, -5.40522], [11.50149, -4.29978, 3.85138], [-4.57982, -4.05873, 1.64207], [-0.88974, -5.33873, -5.18998], [5.20810, 0.96051, 1.21543], [5.98392, 1.70610, 1.32515], [-1.38406, 2.26288, 12.59158], [-5.05897, 7.62370, 1.05364], [0.59095, -8.47231, -2.32425], [-2.18561, 4.52062, 13.16472], [-2.76791, -4.11009, 2.27195], [-5.18435, -6.06177, -4.43068], [3.00219, -8.39950, -6.82018], [1.56295, 11.43029, -4.63240], [-3.05295, -1.64997, 4.20519], [-9.75820, 0.48027, 7.78823], [5.12859, -0.05094, 2.85495], [12.49999, -5.92213, -0.51609], [-6.53510, -0.14315, 7.37237], [-1.46325, 3.67191, -1.17900], [-4.17735, 10.63060, -4.96639], [-1.45684, -0.92388, -0.14640], [-4.54435, 7.61092, -2.08885], [-8.36314, -2.21028, -3.86559], [7.34723, -5.14728, 0.27365], [-8.89274, -1.52879, -4.51666], [-9.89996, -0.77001, 9.24532], [-6.54126, -1.61027, -3.73765]]}

[2]
{"formula": "C52H60N3OSZr", "method": "ωB97M-V with the def2-TZVPD basis set", "lumo_ev": -2.511, "spin_multiplicity": 1, "charge": 1, "total_energy_ha": -2702.17279, "relative_energy_kcal_mol": 9.87, "orbital_gap_ev": 7.0, "symbols": ["H", "H", "C", "H", "H", "H", "H", "C", "H", "C", "C", "H", "H", "H", "C", "H", "C", "H", "C", "H", "H", "H", "C", "H", "H", "H", "C", "C", "C", "H", "C", "H", "C", "C", "N", "H", "C", "C", "H", "N", "C", "H", "C", "H", "C", "H", "C", "H", "C", "C", "C", "H", "H", "C", "C", "H", "H", "C", "H", "H", "H", "H", "H", "C", "C", "Zr", "H", "H", "S", "C", "H", "H", "H", "C", "C", "C", "C", "H", "C", "H", "C", "H", "H", "C", "H", "C", "H", "C", "O", "H", "C", "C", "C", "N", "H", "H", "H", "H", "C", "H", "H", "H", "C", "C", "H", "H", "H", "C", "H", "C", "C", "C", "C", "C", "H", "H", "C", "C"], "coordinates": [[0.78607, 1.15795, -2.67810], [3.96118, -0.01901, 3.12199], [1.28367, 2.08862, -2.98970], [0.24907, -2.71429, -0.88434], [3.19624, -1.13535, -3.83783], [5.79188, 1.88176, -0.91087], [-3.13856, 0.20222, -3.03698], [3.73573, -2.37944, 1.83041], [-0.37614, 4.93847, 5.06976], [-0.05127, 0.80737, 5.56001], [-0.52946, 4.83369, 2.94617], [-0.33824, -2.15399, -6.16735], [-0.47183, -3.35390, -4.87945], [-0.73068, 4.50929, 0.81597], [-2.51065, -2.88502, 0.35128], [4.44395, -2.69492, -1.86625], [-4.83482, 1.79269, -0.80256], [-5.48612, 2.66703, -0.76662], [4.79763, 0.28976, -3.72660], [-4.30702, 3.57114, 1.29869], [0.82183, 2.33096, -3.94835], [1.47384, 4.11199, -2.41796], [-0.24838, 2.89125, 4.35766], [2.39521, -3.43819, 4.01430], [-3.01655, 1.08644, 0.09426], [2.33047, -6.38723, -1.40639], [1.18366, -3.21273, -1.14299], [3.07022, -0.57449, 3.42068], [2.59663, -1.45009, 2.25660], [-2.65760, 5.92481, -2.45096], [-0.05161, 0.05530, 4.35426], [3.96909, 0.50002, 0.03315], [-1.24591, 2.64592, -0.98792], [-0.13125, 2.17506, 5.57828], [-0.10222, -0.89677, 1.11342], [0.48397, -1.88684, -4.62918], [-1.65406, -1.55671, -4.58507], [1.34278, -2.24482, 2.58254], [-2.98879, 2.63438, 2.00499], [-0.71401, 1.47437, -0.38301], [3.44365, -0.37681, -1.84572], [-2.15620, -3.90303, 0.18172], [4.19020, 0.46181, -1.02835], [-0.29315, 5.32597, -2.81651], [5.22076, 1.23104, -1.56039], [4.59530, -1.79882, 1.48860], [-0.40352, 3.49035, -1.72587], [-3.53880, -2.81355, -0.01211], [-4.51666, -1.49201, -2.78035], [0.34092, -3.99691, 3.92196], [-0.23117, 0.35886, 1.73068], [-1.75721, -4.31353, 3.64301], [0.01840, 0.26893, 6.49581], [5.52388, 1.15180, -2.90848], [1.17473, -4.59846, -1.12937], [-4.59971, -2.38762, -2.16614], [-0.11992, 2.70962, 6.51950], [-0.38281, 4.29548, 4.19896], [2.96716, 3.09873, -0.93156], [2.34211, 1.88009, -3.14534], [1.62595, 3.63036, 0.10616], [2.31518, 0.14008, 3.74438], [-4.12170, 4.41669, -1.17371], [3.76615, -0.46712, -3.20240], [2.35074, -2.49117, -1.41951], [0.53545, -0.16601, -0.68708], [-4.65516, 1.56902, -1.85512], [0.01443, -1.02187, 4.41459], [-1.77494, -1.70465, -2.80470], [-0.12587, 0.72580, 3.16170], [-2.80535, -0.73328, 3.06024], [5.03674, 0.21560, -4.77925], [-4.59717, 1.92056, 1.84949], [-3.23859, -0.72712, -2.47384], [-0.48461, 1.51318, 0.99314], [-0.56907, 4.03303, 1.77419], [-3.08378, 4.15007, -1.32822], [1.83560, 1.94439, -0.29282], [3.49664, -4.60327, -1.68654], [-0.63656, 5.90498, 2.83987], [-3.53385, 2.04131, -0.03146], [-2.44701, -0.35116, 1.37624], [4.41388, -5.13973, -1.89162], [-2.26491, 5.00068, -2.04854], [4.07008, -2.98715, 2.67174], [1.43937, -3.24847, 3.54521], [2.37345, -0.78623, 1.41295], [-0.25019, 2.13424, 3.19532], [-0.63130, -0.77975, -2.34219], [-5.36880, -0.85044, -2.56287], [-0.41916, -2.28648, -5.08986], [1.06942, 3.20198, -1.96667], [-2.94827, -1.06829, 2.03227], [2.33282, -1.08265, -1.30720], [6.32780, 1.74413, -3.32306], [-1.62353, -0.48491, -4.79068], [-1.88877, -2.20746, -0.24088], [-4.58509, -1.78158, -3.82865], [0.08702, -2.00576, 2.00782], [3.43337, -3.05442, 1.03532], [0.25749, -5.12143, -0.89018], [-3.14966, -0.48901, -1.41169], [2.33236, -5.30659, -1.41217], [-0.93686, 4.66112, -2.25280], [-3.09133, -3.15693, 2.37909], [-2.57975, -1.97196, -4.98785], [-4.01772, -1.03616, 1.81481], [-2.59851, 2.95860, -0.79718], [3.34482, -1.19164, 4.27839], [-1.03914, -2.74334, 2.38379], [-3.86842, 2.57324, 1.36529], [-0.88915, -3.74183, 3.33960], [-2.42640, -2.49051, 1.82464], [-0.42914, 2.67659, 1.90482], [0.43845, -4.76875, 4.67385], [-5.38826, 0.96497, -0.35416], [3.51581, -3.21762, -1.67908], [1.90908, 2.96544, -0.70889]]}